This record from the Open Molecules 2025 dataset describes a molecular structure, C6H14N3 at a distorted geometry. The level of theory is wB97M-V/def2-TZVPD.

Last column: Mulliken charge in e.
Element x y z (Å)
C: -1.37 1.64 -1.66  -0.363
C: -1.22 0.22 1.14  0.726
C: -0.60 1.29 1.99  -1.189
C: 1.84 -0.61 -1.57  -0.777
C: 1.12 -1.62 0.59  -0.622
C: -0.36 -0.03 -0.54  -0.414
N: -2.27 -0.38 1.37  -0.637
N: -0.31 1.29 -0.97  -0.486
N: 1.06 -0.40 -0.24  -0.074
H: -1.46 2.64 -1.97  0.322
H: -2.12 0.87 -1.85  0.287
H: -0.13 2.08 1.50  0.384
H: 0.04 0.71 2.68  0.273
H: -1.48 1.58 2.71  0.375
H: 1.41 -1.57 -2.01  0.334
H: 1.51 0.24 -2.16  0.312
H: 2.92 -0.79 -1.13  0.339
H: 0.56 -2.43 0.01  0.302
H: 2.24 -1.98 0.60  0.314
H: 0.86 -1.44 1.65  0.302
H: -0.91 -0.74 -1.10  0.698
H: -2.76 -1.07 0.93  0.187
H: 1.44 0.49 0.02  0.406

Values from the calculation:
maximum force: 4.9 eV/A
net charge: +1

This record from the Open Molecules 2025 dataset describes 2 unconnected molecules or ions with the total composition C6H14N3O at a distorted geometry. The level of theory is wB97M-V/def2-TZVPD.

Last column: Mulliken charge in e.
Element x y z (Å)
C: 1.06 0.77 0.23  0.614
C: -2.58 0.56 -0.09  0.868
C: -4.21 0.75 -0.29  -1.189
C: -2.06 -0.76 -0.08  -0.704
C: 4.10 -1.14 -0.16  -1.043
C: 3.72 0.36 -0.32  -0.357
N: 1.35 -0.41 0.36  -0.538
N: 2.25 0.21 -0.66  0.108
N: -1.94 1.73 -0.10  -0.116
O: 0.54 1.85 0.45  -0.702
H: -4.74 -0.15 -0.77  0.327
H: -4.41 1.73 -0.86  0.423
H: -4.51 0.87 0.69  0.380
H: -2.34 -1.49 0.64  0.355
H: -1.06 -0.59 -0.04  0.008
H: -2.40 -1.13 -1.16  0.306
H: 3.73 -1.73 -0.95  0.356
H: 5.23 -1.09 -0.19  0.347
H: 3.78 -1.49 0.83  0.326
H: 3.89 0.97 0.64  0.219
H: 4.21 0.81 -1.15  0.378
H: 2.01 0.04 -1.61  0.271
H: -2.71 2.16 -0.46  0.149
H: -0.96 1.80 0.02  0.216

Values from the calculation:
maximum force: 7.0 eV/A
net charge: +1

This record from the Open Molecules 2025 dataset describes 3 unconnected molecules or ions with the total composition C6H14N3O at a distorted geometry. The level of theory is wB97M-V/def2-TZVPD.

Last column: Mulliken charge in e.
Element x y z (Å)
C: -1.57 0.72 -0.44  0.178
C: 1.72 -1.46 1.20  -0.367
C: 1.99 -1.41 -0.28  -0.632
C: 1.93 0.05 1.30  -1.002
C: 1.98 0.05 -0.19  1.067
C: 2.32 2.41 -0.67  -0.644
N: -0.42 0.78 -0.45  -0.349
N: -2.90 0.81 -0.59  -0.443
N: -4.44 -1.42 -0.15  -0.908
O: 2.27 0.98 -0.98  -0.317
H: 0.59 -1.64 1.39  0.202
H: 2.31 -2.19 1.85  0.345
H: 3.03 -1.67 -0.60  0.312
H: 1.24 -1.81 -0.92  0.308
H: 1.00 0.58 1.52  0.363
H: 2.73 0.57 1.75  0.487
H: 2.61 2.50 0.40  0.328
H: 1.36 2.79 -1.00  0.305
H: 3.02 2.86 -1.50  0.257
H: -3.37 -0.07 -0.36  0.421
H: -3.37 1.72 -0.29  0.274
H: -5.23 -1.13 -0.73  0.269
H: -3.91 -2.00 -0.87  0.278
H: -4.90 -2.03 0.64  0.267

Values from the calculation:
maximum force: 3.2 eV/A
net charge: +1

This record from the Open Molecules 2025 dataset describes 2 unconnected molecules or ions with the total composition C6H14N5 at a distorted geometry. The level of theory is wB97M-V/def2-TZVPD.

Last column: Mulliken charge in e.
Element x y z (Å)
C: 1.80 -1.28 2.11  -1.201
C: -0.38 -2.37 1.74  -0.394
C: 0.44 -1.30 1.53  0.531
C: -1.60 -0.54 1.12  -0.235
N: -1.69 -1.97 1.40  -0.106
N: -0.26 -0.24 1.12  -0.369
H: -0.08 -3.36 1.66  0.401
H: -2.65 -2.27 1.36  0.216
H: 2.38 -0.36 1.94  0.323
H: 2.44 -2.18 2.14  0.316
H: -2.66 -0.01 0.92  0.293
H: 1.68 -0.75 3.05  0.263
C: 0.68 2.91 -0.79  -0.836
C: -0.27 0.71 -1.79  0.654
N: -0.38 2.00 -1.46  -0.169
N: 0.84 -0.02 -1.50  -0.458
N: -0.99 0.18 -2.79  -0.439
H: -1.21 2.31 -1.65  0.177
H: 1.38 0.23 -0.58  0.304
H: 0.74 -1.07 -1.63  0.277
H: -1.71 0.76 -3.13  0.215
H: -0.94 -0.92 -2.77  0.270
H: 0.90 2.54 0.24  0.329
H: 0.06 3.92 -0.66  0.320
H: 1.47 3.09 -1.58  0.318

Values from the calculation:
maximum force: 7.4 eV/A
net charge: +1

Frontier orbital gap list, top to bottom, in eV: 9.30, 9.51, 9.60, 8.80
Relative energy (zero: lowest compared OMol25 entry of this formula, charge and spin) list, top to bottom, in kJ/mol: 365.6, 339.5, 189.1, 334.0
LUMO level list, top to bottom, in eV: -3.3, -4.0, -3.6, -2.9